(1)
Entry from the Open Molecules 2025 dataset: a structure of composition C17H28NO2P2PbTe in a non-equilibrium geometry (ωB97M-V/def2-TZVPD).

E_LUMO   -0.127 Eh
Molar mass   675.16 u
Energy above the lowest of the compared OMol25 structures with the same formula, charge and spin   415.0 kJ/mol
HOMO-LUMO gap   4.50 eV
Multiplicity   1
Total charge   +1
HOMO level   -0.2926 Eh

Each line ends with the Mulliken charge.
CARTESIAN COORDINATES (ANGSTROEM)
1 Pb -0.305 1.170 0.096  0.39
2 P 1.932 -0.938 0.195  1.06
3 C 2.024 -0.522 -1.535  -1.94
4 C 0.872 -0.949 -2.324  0.97
5 N -0.348 -0.409 -1.987  0.31
6 C -1.464 -1.046 -2.395  0.44
7 C -1.412 -2.127 -3.265  -0.90
8 C -0.185 -2.564 -3.748  -0.45
9 C 0.971 -1.946 -3.301  -1.10
10 C -2.801 -0.588 -1.851  -1.16
11 P -2.782 1.021 -0.981  0.73
12 H 1.970 -2.256 -3.630  0.45
13 H -2.353 -2.587 -3.564  0.49
14 H -0.124 -3.384 -4.452  0.44
15 H -3.521 -0.513 -2.683  0.58
16 H -3.197 -1.350 -1.153  0.45
17 H 2.233 1.159 -1.986  0.12
18 H 2.994 -0.824 -1.960  0.74
19 H 1.270 2.846 -2.242  0.48
20 O 2.332 2.003 -2.487  -0.73
21 H 3.228 2.338 -2.287  0.33
22 H -0.128 2.975 -1.362  0.12
23 O 0.325 3.373 -2.194  -0.34
24 H 0.446 4.322 -1.975  0.43
25 C -3.063 2.175 -2.359  -1.33
26 H -4.046 1.953 -2.802  0.44
27 H -3.068 3.209 -1.981  0.36
28 H -2.290 2.070 -3.138  0.35
29 C -4.295 1.063 0.004  -1.14
30 H -4.308 2.005 0.575  0.38
31 H -5.178 1.019 -0.649  0.38
32 H -4.308 0.219 0.710  0.35
33 C 2.359 -2.700 0.075  -1.42
34 H 3.425 -2.789 -0.182  0.42
35 H 2.160 -3.182 1.029  0.43
36 H 1.763 -3.180 -0.710  0.33
37 C 3.382 -0.182 0.982  -1.22
38 H 3.170 -0.073 2.054  0.36
39 H 4.250 -0.842 0.848  0.39
40 H 3.597 0.806 0.551  0.27
41 Te -0.372 -1.227 1.675  -0.05
42 C 0.027 -0.479 3.650  0.61
43 C 0.125 -1.401 4.713  -0.58
44 C 0.506 -0.945 5.978  -0.42
45 C 0.789 0.417 6.190  -0.53
46 C 0.632 1.329 5.134  -0.54
47 C 0.228 0.888 3.870  -0.20
48 H -0.090 -2.455 4.531  0.33
49 H 0.602 -1.647 6.813  0.35
50 H 1.109 0.766 7.166  0.38
51 H 0.836 2.388 5.297  0.35
52 H 0.079 1.589 3.048  0.05



(2)
Entry from the Open Molecules 2025 dataset: a structure of composition C17H29As2NO5RuS5 (ωB97M-V/def2-TZVPD).

E_LUMO (alpha / beta)   0.087 / 0.043 Eh
Molar mass   738.67 u
Energy above the lowest of the compared OMol25 structures with the same formula, charge and spin   2.7 kJ/mol
HOMO-LUMO gap (alpha / beta)   6.69 / 5.49 eV
Multiplicity   2
Total charge   -1
HOMO level (alpha / beta)   -0.1588 / -0.1588 Eh

Each line ends with the Mulliken charge.
CARTESIAN COORDINATES (ANGSTROEM)
1 Ru -0.369 -0.285 -0.371  0.35
2 C 0.433 2.272 1.188  -0.81
3 O -0.531 1.858 0.218  -0.14
4 C -1.864 2.120 0.673  -0.48
5 C -2.793 1.543 -0.361  -0.74
6 O -2.555 0.142 -0.516  0.23
7 C -3.531 -0.691 0.125  -1.07
8 H 0.386 3.359 1.300  0.29
9 H 1.409 1.976 0.815  0.26
10 H 0.241 1.777 2.141  0.30
11 H -2.012 3.203 0.747  0.52
12 H -2.016 1.658 1.653  0.33
13 H -2.600 2.005 -1.329  0.32
14 H -3.835 1.717 -0.084  0.53
15 H -4.472 -0.626 -0.428  0.26
16 H -3.691 -0.394 1.160  0.44
17 H -3.149 -1.708 0.081  0.22
18 S 3.289 -2.598 -3.846  -0.46
19 As 2.449 -4.468 -3.389  0.20
20 S 1.732 -1.189 -0.208  -0.16
21 S 0.317 -2.480 -0.669  -0.30
22 S 0.637 -4.779 -4.388  -0.50
23 C 2.191 1.899 -2.352  -1.08
24 C 1.751 0.714 -3.201  -0.40
25 As -0.036 0.103 -2.730  1.12
26 C -0.332 -1.414 -3.904  0.13
27 C -0.040 -1.173 -5.376  -1.22
28 C -1.125 1.483 -3.605  -0.93
29 C -2.555 1.023 -3.877  -1.21
30 H 3.202 2.214 -2.617  0.44
31 H 2.191 1.632 -1.294  -0.01
32 H 1.530 2.760 -2.477  0.29
33 H 2.408 -0.147 -3.066  0.00
34 H 1.753 0.961 -4.264  0.55
35 H -1.361 -1.739 -3.734  0.46
36 H 0.310 -2.213 -3.533  -0.47
37 H -0.657 -0.378 -5.808  0.30
38 H -0.225 -2.096 -5.927  0.40
39 H 1.012 -0.929 -5.524  0.24
40 H -0.621 1.735 -4.540  0.58
41 H -1.101 2.377 -2.979  0.50
42 H -2.568 0.214 -4.608  0.35
43 H -3.164 1.838 -4.274  0.38
44 H -3.038 0.644 -2.976  0.11
45 O -4.615 -0.145 3.611  -0.69
46 S -3.318 -0.419 4.184  1.10
47 O -3.119 -0.060 5.562  -0.70
48 N -2.154 0.187 3.227  -0.43
49 C -1.460 -0.770 2.631  0.28
50 O -0.542 -0.568 1.803  -0.66
51 C -1.856 -2.162 3.041  0.45
52 C -1.308 -3.366 2.637  -0.35
53 C -1.866 -4.534 3.145  -0.75
54 C -2.936 -4.489 4.035  -0.37
55 C -3.479 -3.276 4.443  -0.61
56 C -2.914 -2.129 3.926  -0.10
57 H -0.479 -3.382 1.943  0.52
58 H -1.463 -5.493 2.844  0.41
59 H -3.351 -5.414 4.415  0.38
60 H -4.309 -3.232 5.136  0.42



(3)
Entry from the Open Molecules 2025 dataset: a structure of composition C17H29AuN3NbO in a non-equilibrium geometry (ωB97M-V/def2-TZVPD).

E_LUMO (alpha / beta)   -0.415 / -0.415 Eh
Molar mass   581.31 u
HOMO-LUMO gap (alpha / beta)   3.82 / 3.82 eV
Multiplicity   1
Total charge   +2
HOMO level (alpha / beta)   -0.5556 / -0.5557 Eh

Each line ends with the Mulliken charge.
CARTESIAN COORDINATES (ANGSTROEM)
1 N 1.004 -1.567 0.627  -0.53
2 C 2.995 -2.545 2.655  0.17
3 O 2.987 -3.645 2.984  -0.19
4 Au -0.501 -2.990 0.529  0.46
5 Nb -0.322 -0.330 0.397  0.21
6 N -1.354 -0.956 -1.327  0.42
7 N 0.704 1.429 -0.146  0.80
8 C -0.751 -1.321 -2.625  1.53
9 C 2.144 1.689 -0.162  0.88
10 C -1.717 -2.119 -3.528  -1.95
11 C -0.383 0.013 -3.278  -1.34
12 C 0.504 -2.158 -2.456  -1.65
13 C 2.709 1.608 1.251  -1.35
14 C 2.478 3.069 -0.742  -1.72
15 C 2.818 0.631 -1.024  -1.36
16 H -2.257 -2.886 -2.945  0.46
17 H -1.139 -2.648 -4.298  0.43
18 H -2.423 -1.447 -4.036  0.46
19 H -1.297 0.628 -3.368  0.39
20 H 0.081 -0.185 -4.255  0.45
21 H 0.310 0.563 -2.613  0.20
22 H 1.219 -1.719 -1.760  0.41
23 H 1.005 -2.247 -3.431  0.53
24 H 0.235 -3.141 -2.056  0.33
25 H 2.175 2.307 1.910  0.35
26 H 3.769 1.885 1.216  0.49
27 H 2.617 0.594 1.656  0.16
28 H 2.184 3.885 -0.068  0.43
29 H 2.013 3.216 -1.727  0.43
30 H 3.559 3.155 -0.890  0.43
31 H 3.896 0.826 -1.021  0.57
32 H 2.446 0.725 -2.056  0.32
33 H 2.630 -0.374 -0.627  0.20
34 C -2.761 -0.586 -1.341  -0.96
35 H -3.240 -0.833 -0.382  0.19
36 H -2.899 0.496 -1.496  0.39
37 H -3.302 -1.138 -2.119  0.39
38 C -0.169 2.595 -0.149  -1.15
39 H -1.217 2.313 0.072  0.30
40 H 0.136 3.345 0.594  0.38
41 H -0.151 3.095 -1.128  0.38
42 C -2.309 -0.356 5.003  -0.38
43 C -1.017 0.120 4.803  -0.62
44 C -0.505 0.222 3.495  -0.18
45 C -1.336 -0.108 2.416  0.86
46 C -2.601 -0.664 2.614  -0.16
47 C -3.103 -0.764 3.931  -0.70
48 H -2.715 -0.401 6.030  0.38
49 H -0.400 0.419 5.662  0.40
50 H 0.521 0.508 3.321  0.44
51 H -3.159 -1.057 1.774  0.22
52 H -4.112 -1.151 4.115  0.40



(4)
Entry from the Open Molecules 2025 dataset: a cluster of 3 separate species, C17H29BNO7P in total in a non-equilibrium geometry (ωB97M-V/def2-TZVPD).

E_LUMO   -0.008 Eh
SMILES   CB(O)c1ccc2c(c1)C(=O)N(P(O)O)C2=O.CCOCC.CCOCC
Molar mass   401.21 u
HOMO-LUMO gap   8.87 eV
Multiplicity   1
HOMO level   -0.3344 Eh

Each line ends with the Mulliken charge.
CARTESIAN COORDINATES (ANGSTROEM)
1 C 1.549 -0.015 3.754  -0.99
2 B 1.766 -1.505 3.252  0.35
3 O 1.667 -2.559 4.140  -0.60
4 C 2.056 -1.704 1.702  0.54
5 C 3.288 -2.040 1.208  -0.74
6 C 3.507 -2.167 -0.151  -0.90
7 C 2.445 -1.958 -0.962  0.31
8 C 1.183 -1.640 -0.477  0.69
9 C 0.971 -1.515 0.860  -0.13
10 C 0.244 -1.480 -1.667  -0.41
11 O -0.942 -1.604 -1.758  -0.50
12 N 1.158 -1.170 -2.775  0.02
13 P 1.398 0.613 -2.661  0.07
14 O 0.236 1.190 -1.641  -0.34
15 O 2.871 0.978 -2.016  -0.36
16 C 2.317 -1.980 -2.482  0.18
17 O 2.990 -2.567 -3.288  -0.55
18 H 1.180 0.044 4.780  0.26
19 H 2.470 0.561 3.622  0.31
20 H 0.793 0.478 3.126  0.34
21 H 0.762 -2.564 4.474  0.32
22 H 4.131 -2.210 1.866  0.46
23 H 4.471 -2.409 -0.578  0.49
24 H -0.015 -1.267 1.236  0.53
25 H 0.552 1.246 -0.724  0.31
26 H 2.848 1.016 -1.046  0.29
27 C 0.885 5.642 1.302  -1.07
28 C 2.134 5.068 0.656  -0.36
29 O 1.866 4.106 -0.350  -0.37
30 C 1.122 4.566 -1.470  0.01
31 C 1.810 5.673 -2.249  -1.21
32 H 0.233 4.841 1.656  0.28
33 H 1.153 6.278 2.146  0.41
34 H 0.309 6.246 0.599  0.27
35 H 2.722 4.549 1.414  0.32
36 H 2.771 5.866 0.260  0.32
37 H 0.117 4.873 -1.162  0.29
38 H 0.998 3.702 -2.122  0.15
39 H 1.872 6.597 -1.670  0.28
40 H 1.256 5.891 -3.163  0.41
41 H 2.827 5.381 -2.513  0.32
42 C -6.313 -3.037 -0.630  -1.06
43 C -5.231 -2.725 0.390  -0.20
44 O -4.543 -3.870 0.860  -0.43
45 C -3.840 -4.615 -0.119  -0.54
46 C -2.744 -3.825 -0.812  -0.77
47 H -6.991 -3.801 -0.247  0.28
48 H -6.886 -2.139 -0.860  0.39
49 H -5.890 -3.410 -1.564  0.26
50 H -5.690 -2.272 1.270  0.34
51 H -4.522 -1.990 -0.006  0.21
52 H -4.537 -5.040 -0.850  0.31
53 H -3.394 -5.457 0.412  0.34
54 H -3.152 -3.027 -1.432  0.23
55 H -2.156 -4.478 -1.459  0.45
56 H -2.080 -3.364 -0.081  0.19



| no. | energy (a.u.) |
| --- | --- |
| 1 | -2013.04067 |
| 2 | -7653.61343 |
| 3 | -1096.51519 |
| 4 | -1612.84791 |